No. 1
# C24H23AuClN4O3S

A structure of composition C24H23AuClN4O3S (ωB97M-V with the def2-TZVPD basis set, the OMol25 dataset).

Summary:
HOMO-LUMO gap: 7.62 eV
Multiplicity: 1
Total charge: -1

CARTESIAN COORDINATES (ANGSTROEM)
Au -0.95116 0.51020 1.04147
C 4.04570 0.58460 -2.64605
C 4.69767 0.39643 -1.43258
C 3.97072 0.31335 -0.25499
C 2.58666 0.40378 -0.30654
C 1.92198 0.57652 -1.51348
C 2.66092 0.68483 -2.68310
N 1.74380 0.25057 0.83648
N 2.22249 0.63192 1.90732
C 1.30241 0.53697 3.01825
C 1.93432 0.47244 4.25424
C 1.18392 0.45013 5.41798
C -0.19910 0.52282 5.31743
C -0.81328 0.58998 4.07257
C -0.09317 0.60186 2.86949
H 4.61816 0.64967 -3.56333
H 5.77736 0.31286 -1.40498
H 4.45347 0.17108 0.70253
H 0.83862 0.63989 -1.51455
H 2.15032 0.84239 -3.62523
H 3.01625 0.42202 4.28303
H 1.66835 0.39200 6.38474
H -0.80577 0.53938 6.21635
H -1.89534 0.63460 4.03599
S -0.77040 3.96045 -0.78679
C -2.31294 3.43935 -0.44444
N -3.30571 3.24915 -1.34367
C -4.41585 2.47657 -0.79386
C -4.02129 2.33794 0.69111
N -2.78484 3.11158 0.78097
H -3.05676 3.23278 -2.31587
H -4.47726 1.49148 -1.25705
H -5.36252 3.00524 -0.92015
H -3.83725 1.29126 0.93917
H -4.78317 2.74734 1.35573
H -2.08276 2.85063 1.46032
C 0.82412 -2.45759 -3.34792
C 0.68710 -2.60822 -1.85939
C 1.81844 -2.68841 -1.05583
C 1.69880 -2.83844 0.31353
Cl 3.14601 -2.95608 1.28506
C 0.46169 -2.89478 0.92622
C -0.67206 -2.82002 0.13269
C -0.56282 -2.68725 -1.24332
O -1.72221 -2.72087 -1.99261
C -2.17418 -1.44962 -2.48220
C -2.59642 -0.52887 -1.32470
O -3.75048 -0.59109 -0.90701
O -1.66520 0.25363 -0.92024
H 1.75334 -2.91055 -3.69431
H 0.84789 -1.40289 -3.63162
H -0.01147 -2.92913 -3.86505
H 2.80271 -2.62932 -1.50431
H 0.38604 -2.97230 2.00185
H -1.66174 -2.84791 0.57003
H -3.03962 -1.67492 -3.10228
H -1.39454 -0.96944 -3.07714

No. 2
# C24H23BClN16RuSe

A structure of composition C24H23BClN16RuSe (ωB97M-V with the def2-TZVPD basis set, the OMol25 dataset).

Summary:
HOMO-LUMO gap (spin up / spin down): 7.14 / 6.98 eV
Multiplicity: 5
ΔE to the lowest compared entry with this formula, charge and spin: 17.7 kcal/mol
Total charge: +1

CARTESIAN COORDINATES (ANGSTROEM)
Ru 0.28943 0.49207 -0.29710
C -1.67253 -3.30089 0.01808
C -0.90218 -2.37403 -0.66693
N -0.66786 -1.30532 0.10263
N -1.28267 -1.52983 1.28484
C -1.87912 -2.72546 1.25915
B -0.93536 -0.70616 2.56622
N -1.20061 0.79919 2.32117
C -1.47090 1.73655 3.23686
C -1.43358 2.98046 2.63300
C -1.08911 2.71588 1.31904
N -0.94635 1.39815 1.13077
N 0.59711 -0.83641 2.77263
C 1.36541 -1.47760 3.67393
C 2.68510 -1.28446 3.32640
C 2.62945 -0.51009 2.16644
N 1.37205 -0.23540 1.83524
N -1.78481 -1.22416 3.69746
C -3.02979 -0.82381 4.08162
C -3.45758 -1.67317 5.06281
C -2.39544 -2.58886 5.21638
N -1.39688 -2.32729 4.39326
H -2.02547 -4.25452 -0.33389
H -0.52161 -2.42337 -1.66993
H -2.39641 -3.10230 2.12635
H -1.66275 1.46587 4.26167
H -1.62394 3.93909 3.08355
H -0.96701 3.40493 0.50199
H 0.91115 -2.01987 4.48547
H 3.55942 -1.65768 3.83244
H 3.44654 -0.12259 1.57751
H -3.52892 0.00940 3.61456
H -4.39147 -1.64008 5.59758
H -2.32301 -3.42896 5.89019
Se -3.49496 3.07432 -2.01133
N -3.99466 2.12154 -3.39270
C -3.09297 1.16211 -3.52868
C -3.09556 0.16326 -4.54344
C -2.08435 -0.73939 -4.52382
C -1.08482 -0.67199 -3.50859
N -1.03513 0.20284 -2.54680
C -2.03492 1.15007 -2.54997
N -2.06979 2.10363 -1.64165
H -3.87790 0.14281 -5.29074
H -2.01825 -1.51825 -5.27070
H -0.27581 -1.39750 -3.53581
C 5.57936 -0.02731 -1.69074
N 4.19548 -0.45950 -1.50012
C 3.68605 -1.71350 -1.75656
C 2.36084 -1.64893 -1.48194
N 2.05777 -0.36910 -1.06293
C 3.19124 0.31613 -1.08634
H 6.20825 -0.90578 -1.79472
H 5.90854 0.54683 -0.82894
H 5.66051 0.58258 -2.58805
H 4.29686 -2.52024 -2.12468
H 1.62767 -2.43318 -1.52768
H 3.30325 1.35396 -0.82318
Cl 3.13588 1.95169 -3.85466
C 1.61361 1.19223 -3.91417
H 1.60856 0.12436 -4.07029
H 0.77556 1.81687 -4.18613
N 1.07392 2.25297 -0.79423
C 0.87033 3.31612 -1.27024
N 0.75430 4.42326 -1.81216
C -0.34399 5.17884 -1.79842
N -1.27517 5.85899 -1.79097

No. 3
# C24H23BF4NOPPt

A structure of composition C24H23BF4NOPPt (ωB97M-V with the def2-TZVPD basis set, the OMol25 dataset).

Summary:
HOMO-LUMO gap: 7.04 eV
Multiplicity: 1
ΔE to the lowest compared entry with this formula, charge and spin: 31.5 kcal/mol
Total charge: +2

CARTESIAN COORDINATES (ANGSTROEM)
Pt -1.18880 0.24088 1.14947
O -3.23794 -1.62855 0.88583
C -2.19037 -1.51580 0.41138
C -1.37025 -2.18039 -0.58698
C -2.01111 -3.02938 -1.49062
C -1.28902 -3.54219 -2.55479
C 0.04198 -3.19315 -2.73664
C 0.68218 -2.34786 -1.83537
C -0.01677 -1.85707 -0.74752
P 0.73068 -0.82129 0.50837
C 1.45508 -1.79018 1.78518
C 1.63300 -3.16364 1.60218
C 2.27755 -3.89249 2.58702
C 2.72695 -3.26011 3.73824
C 2.54440 -1.89214 3.91792
C 1.90562 -1.15027 2.94578
C 1.90115 0.31271 -0.20198
C 3.23514 0.29015 0.21068
C 4.15494 1.11516 -0.41535
C 3.74646 1.96047 -1.43778
C 2.41507 1.98724 -1.84593
C 1.48973 1.16685 -1.23184
H -3.05935 -3.26572 -1.36220
H -1.77472 -4.20244 -3.26046
H 0.58780 -3.57907 -3.58706
H 1.72546 -2.09296 -1.97591
H 1.28572 -3.66011 0.70552
H 2.42806 -4.95496 2.45530
H 3.21825 -3.83930 4.50849
H 2.88599 -1.40978 4.82313
H 1.75572 -0.08681 3.08815
H 3.55218 -0.36850 1.00835
H 5.19083 1.09528 -0.10673
H 4.46863 2.60266 -1.92388
H 2.10840 2.64900 -2.64447
H 0.45572 1.18351 -1.55213
F -2.07549 -0.94132 5.39148
B -0.79744 -1.18344 5.22653
F -1.09533 -0.86269 2.70765
F 0.07323 -0.18526 5.24743
F -0.35808 -2.41557 5.06489
C -3.49844 4.38684 -0.94336
C -2.60703 3.45204 -1.78540
C -3.43475 2.71441 -2.85437
C -1.43704 4.22481 -2.41884
C -2.04890 2.45157 -0.88893
N -1.60464 1.66273 -0.18297
H -3.90611 5.14876 -1.60654
H -2.92704 4.88597 -0.16165
H -4.33017 3.84646 -0.49316
H -3.84482 3.45980 -3.53461
H -4.26550 2.16818 -2.40919
H -2.81831 2.02810 -3.43489
H -1.85377 4.97887 -3.08522
H -0.79724 3.56786 -3.00847
H -0.83750 4.73211 -1.66373

No. 4
# C24H23ClCrN2OP

A structure of composition C24H23ClCrN2OP (ωB97M-V with the def2-TZVPD basis set, the OMol25 dataset).

Summary:
HOMO-LUMO gap (spin up / spin down): 4.60 / 2.42 eV
Multiplicity: 4
ΔE to the lowest compared entry with this formula, charge and spin: 56.3 kcal/mol
Total charge: +2

CARTESIAN COORDINATES (ANGSTROEM)
Cr -0.42407 0.67509 1.12340
Cl -2.08857 1.87225 -0.30771
C -1.60419 -0.70944 1.75122
O -2.38617 -1.50092 2.05832
P 0.30963 -0.48346 -0.75933
C 1.80588 -1.50075 -0.50330
C -0.91433 -1.66616 -1.42203
C 0.71126 0.55176 -2.20768
C -1.72771 -1.22733 -2.47909
C -2.67746 -2.08564 -3.02525
C -2.83157 -3.37923 -2.51975
C -2.02786 -3.81493 -1.46714
C -1.06685 -2.96303 -0.91955
H -1.60601 -0.21505 -2.86128
H -3.30392 -1.74159 -3.84326
H -3.57933 -4.04371 -2.94380
H -2.14599 -4.81888 -1.06892
H -0.44020 -3.30636 -0.10231
C 2.13654 -1.89248 0.80201
C 3.24667 -2.69988 1.03439
C 4.04886 -3.11168 -0.03241
C 3.73162 -2.71679 -1.33122
C 2.61126 -1.91891 -1.56898
H 1.52398 -1.55393 1.63240
H 3.49213 -2.99999 2.04917
H 4.92106 -3.73295 0.15065
H 4.35537 -3.02847 -2.16424
H 2.36609 -1.61674 -2.58212
C 0.94390 -0.03519 -3.45872
C 1.29493 0.75737 -4.55069
C 1.41482 2.13938 -4.40211
C 1.17825 2.72781 -3.15887
C 0.82218 1.93992 -2.06747
H 0.84278 -1.10930 -3.57973
H 1.46832 0.29438 -5.51816
H 1.68172 2.75686 -5.25522
H 1.25450 3.80519 -3.04228
H 0.61036 2.39081 -1.10403
H 0.78276 0.06830 1.96787
H 0.73511 1.76972 0.70484
N -2.01328 4.09052 6.04569
C -1.66375 3.30527 4.91978
C -2.65873 2.73358 4.11887
C -2.29316 1.96412 3.01191
N -0.97653 1.76515 2.71137
C 0.00433 2.31648 3.47947
C -0.31940 3.09377 4.59415
H -3.00193 4.24938 6.28943
H -1.28420 4.51543 6.63712
H -3.70618 2.88312 4.34866
H -3.06513 1.52622 2.39473
H 1.04269 2.15417 3.22497
H 0.46953 3.52675 5.19624

No. 5
# C24H23ClO3OsPS

A structure of composition C24H23ClO3OsPS (ωB97M-V with the def2-TZVPD basis set, the OMol25 dataset).

Summary:
HOMO-LUMO gap (spin up / spin down): 7.28 / 6.60 eV
Multiplicity: 5
ΔE to the lowest compared entry with this formula, charge and spin: 0.0 kcal/mol
Total charge: +1

CARTESIAN COORDINATES (ANGSTROEM)
C 1.01327 1.37343 1.60849
C 1.96484 0.85543 0.66177
C 1.54435 1.24076 -0.65921
H 2.83731 0.26120 0.89324
C 0.33900 2.01850 -0.52674
C -0.01110 2.07797 0.87220
H -0.89216 2.53910 1.29067
H 1.02170 1.20433 2.66931
H 2.07129 1.05168 -1.58856
H -0.20931 2.46380 -1.34750
Os -0.06105 0.08947 0.34161
Cl -2.00639 0.11972 -0.81736
P 0.72709 -2.05799 -1.63570
C 1.27616 -1.29125 -3.15234
C 2.41675 -1.79954 -3.79544
H 2.98666 -2.60237 -3.32367
C 2.78164 -1.28372 -5.03219
H 3.66326 -1.68808 -5.52858
C 2.02776 -0.26480 -5.61947
H 2.32513 0.13171 -6.59139
C 0.90294 0.26143 -4.96938
H 0.31961 1.06485 -5.42362
C 0.52013 -0.24080 -3.72779
H -0.36593 0.14420 -3.21481
C 2.08943 -2.88690 -0.81659
C 3.32651 -2.22538 -0.65127
H 3.48259 -1.22885 -1.07382
C 4.35769 -2.87567 0.02156
H 5.31372 -2.36373 0.14895
C 4.16138 -4.16501 0.52910
H 4.96770 -4.66604 1.06895
C 2.92952 -4.81019 0.37594
H 2.76618 -5.81181 0.77775
C 1.88263 -4.17320 -0.28081
H 0.91145 -4.65758 -0.41249
C -0.64712 -3.16311 -1.91768
C -0.57144 -3.96428 -3.07066
H 0.26515 -3.82591 -3.76257
C -1.55105 -4.92463 -3.28699
H -1.46711 -5.56945 -4.16375
C -2.62225 -5.04442 -2.39493
H -3.39044 -5.79560 -2.58596
C -2.72363 -4.21179 -1.27547
H -3.57296 -4.29307 -0.59336
C -1.73181 -3.27293 -1.01633
H -1.79126 -2.62369 -0.14009
C -1.73235 -2.27233 3.35731
S -2.40109 -0.73238 2.61700
O -1.72318 0.41782 3.22816
O -3.85510 -0.81024 2.73360
O 0.23167 -1.38705 1.29795
H -2.46473 -2.62682 4.10116
H -0.76421 -2.03738 3.81068
H -1.61465 -3.00195 2.54341

No. 6
# C24H23CoF5OS2Se

A structure of composition C24H23CoF5OS2Se (ωB97M-V with the def2-TZVPD basis set, the OMol25 dataset).

Summary:
HOMO-LUMO gap (spin up / spin down): 5.43 / 7.13 eV
Multiplicity: 5
Total charge: -1

CARTESIAN COORDINATES (ANGSTROEM)
Co 0.37982 -0.77958 1.59301
F 7.39267 -1.63088 1.87815
C 6.07847 -1.86179 1.76161
C 5.17252 -0.82437 1.86084
F 5.61052 0.42197 2.07477
C 3.81937 -1.08269 1.73818
F 2.98903 -0.03062 1.84357
C 3.29900 -2.35065 1.51880
S 1.59340 -2.71891 1.35559
C 4.24881 -3.37174 1.42517
F 3.85399 -4.63282 1.21509
C 5.60608 -3.14356 1.54127
F 6.47448 -4.15900 1.44514
O -1.33165 -1.55856 1.21128
S -1.62503 -2.43278 -0.09942
C -0.98674 -1.41197 -1.43631
C -1.16037 -2.16353 -2.72542
C -0.49125 -3.36773 -2.93444
C -0.66773 -4.07427 -4.11492
C -1.51424 -3.58612 -5.10161
C -2.18189 -2.38648 -4.90177
C -2.00657 -1.68164 -3.71868
C -3.95149 -1.48104 -0.28284
C -3.98990 -0.05759 -0.35675
C -4.27401 0.60866 -1.57060
C -4.24148 1.98763 -1.66679
C -3.91860 2.76719 -0.56011
C -3.63599 2.13260 0.64691
C -3.66670 0.75599 0.75082
H 0.07151 -1.21696 -1.23314
H -1.52594 -0.46150 -1.43790
H 0.16703 -3.74445 -2.16021
H -0.14192 -5.00911 -4.26481
H -1.65089 -4.13879 -6.02299
H -2.84329 -1.99803 -5.66655
H -2.52435 -0.74361 -3.55737
H -4.28348 -1.95693 0.63178
H -4.29078 -2.00536 -1.17253
H -4.54712 0.01466 -2.43700
H -4.47192 2.46121 -2.61477
H -3.88630 3.84657 -0.63590
H -3.36367 2.71986 1.51535
H -3.40736 0.27603 1.68672
Se -0.24036 1.45602 2.03827
C 0.70643 4.65234 1.38439
C 1.16019 3.91369 2.63905
C 2.40150 4.57319 3.23774
C 1.44141 2.44141 2.34082
H 0.52503 5.70959 1.59242
H -0.20955 4.21842 0.98213
H 1.47533 4.58671 0.60833
H 0.34970 3.95402 3.37451
H 3.27192 4.40456 2.59686
H 2.63163 4.16251 4.22292
H 2.26867 5.65278 3.34275
H 1.97781 1.98284 3.16982
H 2.06422 2.36256 1.44882